(1)
The following is a quantum chemistry calculation of C23H24ClF5IrO7 as an isolated structure at a distorted geometry, from OMol25.

Properties
Energy (eV): -67512.5835
Energy above the lowest of the compared OMol25 structures with the same formula, charge and spin (kcal per mole): 0.0
HOMO-LUMO gap (eV): 8.41
Maximum force (eV/A): 1.057

```
! wB97M-V def2-TZVPD RIJCOSX def2/J DEFGRID3
* xyz 1 1
Ir 0.506 -0.358 0.263
C 2.647 1.904 -1.218
C 3.846 1.458 -0.393
O 3.572 0.218 0.210
C 3.642 0.160 1.612
C 2.616 1.030 2.288
O 1.236 0.647 2.017
C 0.382 1.759 2.376
C -1.024 1.532 1.882
O -1.000 1.140 0.508
C -0.990 2.092 -0.557
C 0.410 2.620 -0.837
O 1.405 1.623 -0.523
H 2.614 1.424 -2.196
H 2.703 2.986 -1.356
H 4.105 2.227 0.340
H 4.702 1.342 -1.062
H 4.620 0.491 1.983
H 3.517 -0.885 1.886
H 2.736 2.063 1.953
H 2.748 1.000 3.371
H 0.800 2.665 1.930
H 0.392 1.868 3.462
H -1.626 2.432 2.018
H -1.499 0.702 2.404
H -1.681 2.909 -0.342
H -1.370 1.532 -1.410
H 0.638 3.510 -0.244
H 0.470 2.890 -1.893
C -4.584 -0.978 0.895
C -4.224 -0.190 -0.337
C -4.509 1.174 -0.376
C -4.283 1.923 -1.516
Cl -4.611 3.628 -1.495
C -3.789 1.333 -2.668
C -3.475 -0.014 -2.637
C -3.669 -0.763 -1.484
O -3.349 -2.106 -1.602
C -2.490 -2.681 -0.648
C -1.300 -1.818 -0.337
O -0.633 -1.176 -1.212
O -0.880 -1.683 0.869
H -5.257 -0.398 1.524
H -3.708 -1.228 1.498
H -5.090 -1.907 0.632
H -4.948 1.650 0.492
H -3.647 1.918 -3.566
H -3.074 -0.513 -3.509
H -2.118 -3.611 -1.084
H -2.978 -2.924 0.294
F 1.498 -2.656 2.242
C 2.071 -2.800 1.029
C 1.823 -1.865 0.043
C 2.477 -2.061 -1.161
F 2.303 -1.162 -2.152
C 3.338 -3.115 -1.387
F 3.959 -3.253 -2.557
C 3.564 -4.033 -0.372
F 4.389 -5.055 -0.569
C 2.929 -3.874 0.847
F 3.147 -4.744 1.831
*
```

=====

(2)
The following is a quantum chemistry calculation of a 6-piece molecular cluster, C37H84NO18S5 overall, from OMol25.

Properties
Energy (eV): -132245.6369
Energy above the lowest of the compared OMol25 structures with the same formula, charge and spin (kcal per mole): 0.0
HOMO-LUMO gap (eV): 9.66
Maximum force (eV/A): 0.855

```
! wB97M-V def2-TZVPD RIJCOSX def2/J DEFGRID3
* xyz 1 1
C 3.816 5.484 0.008
C 4.449 4.227 0.606
C 4.010 3.978 2.053
C 2.671 3.217 2.144
C 1.788 3.632 3.337
C 1.111 2.487 4.123
C 0.704 1.270 3.282
C -0.464 0.472 3.879
C -0.608 -0.929 3.265
C 0.508 -1.905 3.659
C 0.611 -3.183 2.801
C 0.759 -2.915 1.290
C 2.053 -2.162 0.977
C 2.291 -1.727 -0.472
C 0.956 -1.459 -1.174
N 1.125 -0.626 -2.413
C 1.865 0.649 -2.054
C 1.910 1.640 -3.219
C 1.191 2.924 -2.819
O -0.191 2.564 -2.623
C -0.752 2.799 -1.404
O -0.092 2.723 -0.409
C -2.232 2.971 -1.463
C -2.880 1.648 -0.987
C 3.227 0.153 -1.607
O 3.134 -0.586 -0.414
H 2.773 5.583 0.327
H 3.834 5.470 -1.087
H 4.366 6.374 0.317
H 5.537 4.285 0.562
H 4.156 3.355 0.006
H 3.935 4.928 2.591
H 4.777 3.366 2.540
H 2.127 3.418 1.216
H 2.888 2.148 2.200
H 1.027 4.350 3.016
H 2.429 4.182 4.037
H 1.748 2.175 4.957
H 0.198 2.882 4.584
H 1.566 0.598 3.199
H 0.459 1.575 2.258
H -0.381 0.418 4.970
H -1.387 1.026 3.661
H -0.675 -0.794 2.180
H -1.564 -1.365 3.577
H 1.474 -1.393 3.653
H 0.342 -2.197 4.701
H 1.495 -3.736 3.137
H -0.255 -3.830 2.967
H 0.731 -3.876 0.763
H -0.109 -2.332 0.978
H 2.900 -2.782 1.287
H 2.094 -1.236 1.555
H 2.816 -2.536 -1.004
H 0.286 -0.891 -0.523
H 0.480 -2.400 -1.450
H 0.212 -0.441 -2.827
H 1.698 -1.115 -3.106
H 1.333 1.057 -1.188
H 1.384 1.249 -4.091
H 2.955 1.842 -3.464
H 1.222 3.667 -3.618
H 1.607 3.354 -1.904
H -2.527 3.201 -2.485
H -2.493 3.804 -0.808
H -3.684 1.315 -1.641
H -2.131 0.851 -0.950
H -3.270 1.747 0.027
H 3.682 -0.458 -2.407
H 3.875 1.005 -1.408
O -0.781 0.816 -7.622
S -0.242 -0.156 -6.727
O 1.152 -0.112 -6.378
O -0.634 -1.601 -7.203
C -0.344 -1.964 -8.590
C 1.118 -2.258 -8.826
C -1.172 -0.135 -5.227
H -0.715 -1.168 -9.235
H -0.961 -2.844 -8.754
H 1.733 -1.366 -8.718
H 1.241 -2.640 -9.839
H 1.479 -3.008 -8.122
H -2.235 -0.169 -5.448
H -0.922 0.801 -4.727
H -0.881 -1.000 -4.633
O -4.573 -1.357 -1.683
S -4.975 -2.062 -0.496
O -4.421 -3.362 -0.257
O -6.547 -2.117 -0.433
C -7.264 -2.629 -1.592
C -7.203 -4.135 -1.701
C -4.715 -1.060 0.922
H -6.879 -2.135 -2.484
H -8.283 -2.285 -1.431
H -6.194 -4.483 -1.918
H -7.861 -4.460 -2.507
H -7.528 -4.601 -0.771
H -5.139 -0.076 0.740
H -3.638 -0.998 1.065
H -5.183 -1.531 1.785
O 7.569 6.120 0.152
S 8.927 5.858 0.534
O 9.560 6.688 1.510
O 9.815 5.783 -0.774
C 9.759 6.913 -1.688
C 10.545 8.108 -1.198
C 9.093 4.175 1.016
H 8.712 7.159 -1.871
H 10.177 6.517 -2.611
H 10.099 8.544 -0.306
H 10.566 8.866 -1.981
H 11.568 7.820 -0.958
H 8.622 3.546 0.266
H 8.589 4.079 1.975
H 10.150 3.946 1.118
O -3.673 -9.138 0.252
S -2.304 -8.785 0.022
O -1.418 -8.662 1.139
O -2.261 -7.456 -0.844
C -3.057 -6.334 -0.374
C -2.428 -5.652 0.821
C -1.590 -9.863 -1.169
H -4.070 -6.676 -0.159
H -3.108 -5.661 -1.227
H -2.429 -6.303 1.694
H -2.987 -4.749 1.056
H -1.391 -5.388 0.606
H -2.260 -9.938 -2.021
H -1.478 -10.828 -0.680
H -0.620 -9.468 -1.457
O -7.013 1.181 4.131
S -6.091 0.349 4.843
O -5.794 -0.954 4.322
O -6.526 0.248 6.355
C -7.899 -0.147 6.641
C -8.134 -1.628 6.454
C -4.581 1.213 5.111
H -8.566 0.456 6.026
H -8.037 0.149 7.678
H -8.051 -1.920 5.409
H -9.137 -1.875 6.804
H -7.409 -2.207 7.026
H -4.807 2.197 5.511
H -4.093 1.294 4.142
H -3.969 0.636 5.798
*
```

=====

(3)
The following is a quantum chemistry calculation of C28H30ClN8O7Tl as an isolated structure, from OMol25.

Properties
Energy (eV): -72991.9283
Energy above the lowest of the compared OMol25 structures with the same formula, charge and spin (kcal per mole): 36.2
HOMO-LUMO gap (eV): 4.69
Maximum force (eV/A): 0.548

```
! wB97M-V def2-TZVPD RIJCOSX def2/J DEFGRID3
* xyz -2 1
Tl -1.677 0.133 0.631
N -0.372 -2.313 -0.849
C -1.356 -3.394 -0.918
C -2.802 -2.865 -1.035
O -3.497 -3.360 -1.957
N -3.136 -1.991 -0.114
C -4.519 -1.576 -0.116
C -4.758 -0.123 -0.557
O -5.919 0.216 -0.805
O -3.741 0.634 -0.646
H -0.484 -1.693 -1.645
H 0.570 -2.691 -0.886
H -1.269 -3.975 0.008
H -1.203 -4.075 -1.766
H -4.904 -1.659 0.907
H -5.148 -2.225 -0.738
O 2.318 2.144 -6.863
N 1.339 1.514 -6.492
O 0.612 0.910 -7.263
C 1.043 1.477 -5.041
C 1.968 2.095 -4.265
C 1.828 2.128 -2.849
C 2.752 2.776 -2.007
C 2.536 2.772 -0.656
C 1.396 2.110 -0.157
N 0.531 1.499 -0.929
C 0.724 1.500 -2.256
C -0.260 0.831 -3.095
N -1.283 0.261 -2.442
C -2.243 -0.317 -3.128
C -2.218 -0.365 -4.530
C -1.175 0.195 -5.217
C -0.131 0.824 -4.502
H 2.823 2.564 -4.730
H 3.616 3.269 -2.440
H 3.216 3.260 0.028
H 1.178 2.079 0.904
H -3.043 -0.747 -2.547
H -3.026 -0.852 -5.058
H -1.150 0.152 -6.292
Cl -2.271 5.292 7.353
C -1.894 4.487 5.834
C -2.245 5.108 4.620
C -1.951 4.509 3.435
C -1.264 3.227 3.336
O -0.979 2.743 2.231
C -0.960 2.612 4.618
C -0.335 1.318 4.776
O 0.009 0.508 3.932
C -1.276 3.271 5.821
H -2.756 6.064 4.642
H -2.227 4.971 2.497
H -0.186 1.055 5.854
H -1.020 2.786 6.758
C 3.153 -1.120 -0.752
N 3.123 -2.071 0.351
C 4.419 -2.146 1.006
C 2.093 -1.765 1.300
N 1.696 -0.572 1.419
N 1.630 -2.874 1.979
C 0.652 -2.741 3.034
C 1.856 -4.229 1.543
H 3.887 -1.469 -1.483
H 3.417 -0.108 -0.426
H 2.174 -1.071 -1.225
H 4.728 -1.169 1.404
H 5.172 -2.493 0.294
H 4.376 -2.855 1.834
H 0.922 -0.476 2.070
H 0.596 -1.720 3.407
H 0.934 -3.386 3.874
H -0.344 -3.037 2.684
H 2.456 -4.233 0.638
H 0.899 -4.725 1.338
H 2.372 -4.813 2.318
*
```